96
Properties=species:S:1:pos:R:3:forces:R:3:mulliken_charge:R:1 method="wB97M-V/def2-TZVPD" total_energy_ha=-2703.55129 lumo_ev=-0.3 de_lowest_ev=2.985
N 0.084804 -7.517301 0.277454 0.01 -0.52 0.14 -0.395
C 0.082959 -6.656560 1.349919 0.53 -0.51 -0.17 0.543
N -0.117974 -5.350342 1.035492 -0.13 0.22 1.03 -0.178
O 0.284010 -7.034366 2.493238 -0.15 0.04 -0.50 -0.622
H -0.069763 -7.242129 -0.672575 0.05 0.17 0.01 0.164
H 0.504669 -8.414240 0.443845 -0.16 -0.04 -0.01 0.233
H -0.090151 -4.998180 0.100534 0.08 0.06 -0.02 0.127
H 0.037519 -4.782320 1.865001 -0.30 0.55 -0.42 0.182
N -1.517490 -3.119766 5.308801 0.27 -0.31 0.01 -0.454
C -1.348530 -2.907152 3.997553 1.57 -0.12 -1.47 0.594
N -2.191139 -2.068516 3.347540 -1.00 0.53 -0.52 -0.258
O -0.407006 -3.424275 3.375339 -0.72 0.27 0.34 -0.625
H -0.636301 -3.431957 5.692333 -0.52 -0.11 0.71 0.260
H -2.277640 -2.710175 5.815752 0.28 0.07 0.36 0.186
H -1.877761 -1.768462 2.439284 0.09 -0.09 0.00 -0.051
H -2.773080 -1.390023 3.808580 0.16 -0.12 0.35 0.243
N 1.492106 3.003859 3.248266 0.46 0.61 -0.93 -0.093
C 0.949510 3.030569 4.464413 -1.45 -2.06 2.11 0.719
N 1.377563 3.961244 5.355531 0.97 1.26 -0.32 -0.470
O 0.129084 2.196359 4.894817 0.41 0.28 -1.12 -0.780
H 1.175087 2.369812 2.535278 -0.14 -0.16 0.21 0.052
H 2.152281 3.709258 2.971765 0.03 -0.11 -0.12 0.114
H 1.278761 3.725254 6.325210 -0.25 -0.11 -0.03 0.253
H 2.196511 4.504761 5.130998 -0.04 0.00 0.10 0.176
N -1.934787 -2.217104 -3.534682 0.38 0.17 -0.40 -0.290
C -0.752121 -1.904526 -4.126414 -0.50 0.22 1.13 0.525
N -0.626492 -2.206370 -5.428130 0.29 -0.10 -0.57 -0.369
O 0.157399 -1.381356 -3.455279 -0.15 -0.39 -0.57 -0.471
H -2.051207 -2.018109 -2.549774 -0.41 0.08 -0.03 0.113
H -2.745018 -2.413959 -4.093099 -0.12 -0.19 0.21 0.164
H 0.272651 -2.122441 -5.871894 -0.03 0.21 0.03 0.257
H -1.403658 -2.495027 -5.991802 0.00 -0.14 0.06 0.167
N 2.013191 4.900406 -0.036769 -0.18 -0.09 -0.20 -0.363
C 2.672377 3.754941 -0.451738 1.87 -0.19 0.81 0.517
N 2.035542 3.142645 -1.469055 -1.55 0.23 -0.26 -0.068
O 3.746605 3.407300 0.027987 -0.66 0.28 -0.33 -0.658
H 1.014897 4.907133 -0.113438 -0.10 0.31 0.14 0.139
H 2.447245 5.510996 0.629440 0.05 -0.25 0.16 0.234
H 2.242815 2.284034 -1.946847 0.71 0.06 0.25 0.135
H 1.102364 3.493185 -1.615123 -0.05 -0.28 -0.59 0.039
N 0.308833 0.243688 -1.058204 -0.06 -0.83 -0.54 0.897
C 0.109103 -0.451471 0.116326 0.05 1.95 -0.40 -0.196
N 0.079270 -1.793301 -0.038739 -0.03 -0.49 -0.18 0.335
O -0.100394 0.190915 1.141483 -0.06 -0.73 0.65 -0.248
H 0.337161 -0.261273 -1.935651 0.15 -0.16 0.05 -0.201
H 0.774221 1.132429 -1.067380 -0.25 0.21 0.55 -0.209
H 0.578280 -2.154582 -0.835346 -0.14 -0.14 -0.01 -0.038
H -0.224100 -2.425564 0.683316 0.20 0.20 0.29 0.049
N 1.692230 -0.973498 3.454443 -0.25 -0.17 -0.43 0.002
C 2.260970 -1.090930 4.685296 1.72 0.27 -0.67 0.525
N 1.622482 -0.326436 5.596636 -1.04 0.11 0.68 -0.266
O 3.320855 -1.694868 4.853106 -0.80 0.10 0.34 -0.716
H 0.808811 -0.515309 3.314511 0.02 -0.03 -0.20 -0.025
H 2.063593 -1.530756 2.709650 -0.06 -0.13 0.07 0.119
H 2.014431 -0.049792 6.475098 0.31 -0.31 -0.04 0.216
H 0.822641 0.197228 5.274375 0.15 0.36 0.24 0.130
N 4.582402 -2.325848 -2.586857 -0.84 -0.85 1.43 -0.410
C 3.369877 -2.284733 -3.216032 0.84 1.08 -2.16 0.635
N 2.392534 -2.951470 -2.558376 -0.53 -0.53 0.90 -0.330
O 3.173646 -1.731816 -4.297980 0.12 -0.50 0.64 -0.616
H 4.464657 -2.653128 -1.644104 0.76 0.04 0.18 0.141
H 5.473766 -1.934827 -2.812220 -0.30 0.44 -0.66 0.217
H 2.589173 -3.492714 -1.737131 0.08 -0.16 -0.05 0.199
H 1.492834 -3.062386 -2.986763 0.07 0.31 -0.19 0.070
N -1.312611 3.546600 1.205022 -0.22 -0.37 1.13 0.092
C -1.695795 4.618041 1.994515 -0.22 -1.99 -1.20 0.539
N -1.712840 5.704263 1.169218 -0.47 2.30 1.31 -0.321
O -2.065603 4.519267 3.149574 0.49 0.77 -0.69 -0.629
H -1.208379 2.647769 1.648141 0.19 -0.08 -0.28 0.067
H -0.983878 3.730536 0.278617 0.15 -0.61 -0.17 -0.150
H -1.818267 6.599325 1.621010 -0.09 -0.03 -0.20 0.226
H -1.444510 5.712235 0.208638 0.16 -0.22 -0.05 0.136
N -3.039087 0.067323 -0.103572 -0.96 -0.20 0.70 0.011
C -3.630792 -1.158009 -0.193625 -0.07 -0.56 -1.72 0.617
N -4.381572 -1.514796 0.878242 -0.29 0.34 0.48 -0.443
O -3.599514 -1.879460 -1.199724 0.89 0.24 0.66 -0.699
H -3.489389 0.646954 0.582018 0.78 0.53 0.09 0.171
H -2.205584 0.366062 -0.578845 -0.14 -0.04 -0.22 -0.134
H -4.469419 -0.868006 1.639961 0.12 -0.28 0.28 0.161
H -4.539695 -2.489782 1.057278 -0.20 0.01 -0.19 0.252
N -2.825667 1.762158 -2.726169 0.60 -2.21 -0.97 -0.285
C -2.120530 2.848493 -2.425452 -0.54 1.76 1.45 0.555
N -2.916107 3.960289 -2.285446 1.14 0.09 -0.12 -0.454
O -0.921993 2.887982 -2.120063 -0.51 -0.18 -0.68 -0.494
H -3.771961 1.745515 -3.056758 -0.07 0.41 0.05 0.211
H -2.293724 0.938180 -2.974003 -0.08 0.03 0.20 0.116
H -3.910062 3.958274 -2.393867 -0.06 0.13 -0.01 0.151
H -2.401349 4.782397 -2.028163 -0.45 0.22 -0.03 0.197
N 1.179167 2.162894 -4.321703 -0.31 -0.06 0.48 -0.104
C 1.834438 1.554862 -5.353451 0.70 1.22 -0.91 0.391
N 1.520348 0.259749 -5.564811 0.37 -0.84 -0.80 -0.391
O 2.649930 2.134539 -6.077454 -0.65 -0.22 0.88 -0.715
H 0.385046 1.680174 -3.935802 -0.07 0.22 0.12 -0.025
H 1.160040 3.166958 -4.290221 0.07 -0.01 -0.11 0.214
H 1.058769 -0.339625 -4.890795 0.46 0.39 0.39 0.198
H 2.333484 -0.137821 -6.019516 -0.37 -0.52 0.05 0.269